(1)
A gas-phase ion, C5H11N2 (charge +1) at a distorted geometry. Source: OMol25; level of theory: the ωB97M-V functional and the def2-TZVPD basis.

E_HOMO: -12.60 eV
energy above the lowest of the compared OMol25 structures with the same formula, charge and spin: 61.3 kcal/mol
LUMO energy: -0.198 Eh
calculated total energy: -8334.462 eV
SMILES: C=C(NC)[N+](=C)C
frontier orbital gap: 7.22 eV
net charge: +1

Positions of all 18 atoms, in Å:
C 1.6221 0.6063 0.4995
C 0.3942 0.3296 -0.0321
N -0.8332 0.8869 0.3548
C -0.9122 1.9811 1.3024
N 0.1598 -0.8947 -0.7513
C 0.7186 -1.0849 -1.9079
C -0.5975 -1.9615 -0.0930
H 1.8659 1.5991 0.8506
H 2.5067 0.0059 0.1983
H -1.6334 0.4368 -0.0738
H -0.4794 2.8997 0.6855
H -1.9361 2.1672 1.6426
H -0.2554 1.8933 2.0879
H 1.1966 -0.2947 -2.4075
H 0.5078 -1.8460 -2.6394
H -1.5639 -2.1159 -0.3733
H -0.0637 -2.8470 -0.3233
H -0.6967 -1.7613 0.9799

Forces on the atoms, in the same order (eV/Å):
C 0.0 -0.3 -2.3
C -0.3 1.0 2.7
N 1.2 -1.6 -0.8
C -0.3 2.5 -3.9
N 1.1 -0.7 -1.9
C -1.8 0.9 0.5
C 1.8 0.3 1.7
H -0.3 -0.1 0.5
H -0.9 0.3 0.3
H -0.1 0.8 0.4
H -1.3 -1.3 1.5
H 0.4 -0.1 -0.3
H 1.4 -0.8 2.0
H 1.0 1.3 0.2
H -0.2 -1.3 0.8
H -2.8 0.2 -1.6
H 0.4 -1.0 0.3
H 0.7 -0.1 -0.2

(2)
A molecular structure, C45H60BN6O5PS5Tl. Source: OMol25; level of theory: the ωB97M-V functional and the def2-TZVPD basis.

E_HOMO (spin up / spin down): -6.73 / -7.62 eV
multiplicity: 2
energy above the lowest of the compared OMol25 structures with the same formula, charge and spin: 32.2 kcal/mol
LUMO energy (spin up / spin down): -0.044 / -0.075 Eh
calculated total energy: -135656.835 eV
frontier orbital gap (spin up / spin down): 5.53 / 5.57 eV
net charge: 0

Positions of all 124 atoms, in Å:
Tl 0.0116 -0.7446 -2.0467
C -3.8418 -3.1929 0.4450
C -2.5845 -2.9267 1.2080
C -2.0795 -3.7966 2.1109
C -0.8430 -3.5380 2.7800
N -0.1387 -2.4969 2.4830
N -0.6484 -1.6278 1.5787
B 0.2976 -0.5178 1.3478
N 1.7387 -0.7909 1.2894
N 2.4085 0.0801 2.0976
C 3.6907 -0.0207 2.1665
C 4.4007 -0.9451 1.3308
C 3.7465 -1.7882 0.5052
C 4.4494 -2.6833 -0.4620
C 2.2981 -1.7837 0.5330
S 1.3842 -2.8601 -0.3528
C 4.3743 0.8712 3.2025
C 5.8847 0.9445 2.9702
C 4.1008 0.2498 4.5819
C 3.7798 2.2821 3.1544
N -0.1546 0.8616 1.6489
N -0.8146 0.8954 2.8322
C -1.2193 2.0471 3.2526
C -1.0337 3.2253 2.4560
C -0.3757 3.1830 1.2773
C -0.1799 4.3878 0.4114
C 0.1528 1.9049 0.8557
S 1.0684 1.6553 -0.5234
C -1.8855 2.1141 4.6184
C -3.3248 2.6164 4.4527
C -1.0874 3.0933 5.4930
C -1.8954 0.7400 5.2868
C -1.8423 -1.7171 0.9500
S -2.3500 -0.5158 -0.1070
C -0.2573 -4.4392 3.8638
C 1.1493 -4.8769 3.4361
C -0.1695 -3.6205 5.1606
C -1.1290 -5.6712 4.1007
H -4.3047 -4.1212 0.7771
H -3.6201 -3.2563 -0.6222
H -4.5461 -2.3675 0.5570
H -2.6021 -4.7247 2.2993
H 5.4823 -0.9262 1.3170
H 5.5293 -2.5812 -0.3631
H 4.1457 -2.4156 -1.4783
H 4.1606 -3.7242 -0.3131
H 6.3675 -0.0268 3.1028
H 6.3255 1.6299 3.6968
H 6.1226 1.3190 1.9707
H 4.5026 -0.7657 4.6424
H 3.0265 0.2059 4.7730
H 4.5745 0.8500 5.3636
H 4.0293 2.7791 2.2127
H 4.1853 2.8783 3.9753
H 2.6931 2.2510 3.2447
H -1.4595 4.1624 2.7951
H -0.8161 5.2065 0.7442
H -0.3939 4.1512 -0.6323
H 0.8633 4.7104 0.4431
H -3.3653 3.5826 3.9431
H -3.7889 2.7391 5.4340
H -3.9203 1.9039 3.8776
H -1.1409 4.1176 5.1161
H -0.0351 2.8027 5.5431
H -1.4912 3.0912 6.5080
H -2.4030 -0.0009 4.6666
H -2.4154 0.8127 6.2444
H -0.8801 0.3785 5.4663
H 1.8000 -4.0099 3.3119
H 1.1218 -5.4153 2.4852
H 1.5797 -5.5352 4.1941
H 0.5412 -2.8000 5.0471
H 0.1566 -4.2605 5.9840
H -1.1414 -3.1927 5.4242
H -1.2092 -6.2925 3.2046
H -2.1366 -5.4008 4.4284
H -0.6796 -6.2807 4.8854
O -1.3360 1.4953 -2.2402
C -2.2544 1.5577 -3.3419
C -1.6616 0.6678 -4.4718
O -2.0332 0.8910 -5.6134
O -0.8367 -0.2520 -4.1159
C -3.6010 0.9963 -2.8958
C -4.3315 1.7045 -1.9413
C -5.5473 1.2308 -1.4719
C -6.0567 0.0341 -1.9629
C -5.3403 -0.6747 -2.9174
C -4.1185 -0.1980 -3.3826
C -2.3640 2.9921 -3.8422
C -1.3181 3.8802 -3.6159
C -1.3860 5.1875 -4.0838
C -2.5006 5.6187 -4.7881
C -3.5409 4.7302 -5.0303
C -3.4724 3.4270 -4.5608
H -1.8036 1.7380 -1.4325
H -3.9539 2.6570 -1.5779
H -6.1034 1.8000 -0.7361
H -7.0107 -0.3380 -1.6089
H -5.7355 -1.6032 -3.3134
H -3.5738 -0.7605 -4.1331
H -0.4428 3.5389 -3.0761
H -0.5629 5.8684 -3.9005
H -2.5562 6.6371 -5.1536
H -4.4088 5.0517 -5.5931
H -4.2800 2.7358 -4.7677
C 3.3159 -3.2632 -6.9001
C 3.7137 -3.4316 -5.4490
O 3.6568 -2.1992 -4.7072
P 2.2817 -1.4670 -4.3351
S 2.6878 -0.1985 -2.8521
S 0.9156 -2.8506 -3.8958
O 1.9595 -0.6974 -5.6769
C 1.4649 0.6568 -5.7981
C 2.5412 1.5172 -6.4169
H 3.4457 -4.2141 -7.4217
H 3.9336 -2.5064 -7.3861
H 2.2724 -2.9603 -6.9869
H 4.7501 -3.7514 -5.3598
H 3.0775 -4.1649 -4.9501
H 1.1839 1.0323 -4.8176
H 0.5727 0.6023 -6.4162
H 3.3953 1.6095 -5.7435
H 2.1404 2.5143 -6.6168
H 2.8833 1.0869 -7.3602

Forces on the atoms, in the same order (eV/Å):
Tl 0.4 -0.2 -0.5
C 0.0 0.1 0.0
C -0.1 0.2 -0.2
C 0.1 -0.2 0.1
C -0.1 -0.2 0.0
N -0.2 0.1 -0.1
N 0.3 0.2 0.1
B 0.1 0.1 0.0
N -0.4 0.0 0.2
N 0.0 -0.2 -0.1
C 0.2 0.0 -0.1
C 0.1 0.2 0.1
C -0.1 -0.2 -0.2
C 0.0 0.0 0.0
C 0.1 0.1 0.0
S 0.1 0.1 0.0
C 0.0 -0.1 0.0
C 0.0 0.0 0.0
C 0.0 0.0 0.0
C 0.0 0.0 -0.1
N 0.0 -0.7 0.3
N 0.0 0.1 -0.1
C 0.0 0.1 0.1
C -0.2 0.0 0.1
C 0.1 0.1 -0.1
C 0.0 -0.1 0.0
C 0.2 0.3 -0.2
S 0.0 0.3 0.2
C 0.1 0.0 -0.1
C 0.0 0.0 0.0
C 0.0 0.0 0.0
C 0.0 0.0 0.0
C -0.1 -0.2 0.1
S 0.0 -0.4 -0.1
C 0.0 0.1 0.0
C 0.0 0.0 0.0
C 0.0 0.0 0.0
C 0.0 0.0 0.0
H 0.0 0.0 0.0
H 0.0 0.0 0.0
H 0.0 0.0 0.0
H 0.0 0.0 0.0
H 0.0 0.0 0.0
H 0.0 0.0 0.0
H 0.0 0.0 0.0
H 0.0 0.0 0.0
H 0.0 0.0 0.0
H 0.0 0.0 0.0
H 0.0 0.0 0.1
H 0.0 0.0 0.0
H 0.0 0.0 0.0
H 0.0 0.0 0.0
H 0.0 0.0 0.0
H 0.0 0.0 0.0
H 0.1 0.0 0.0
H 0.1 0.0 0.0
H 0.0 0.0 0.0
H 0.0 0.0 0.0
H 0.0 0.0 0.0
H 0.0 0.0 0.0
H 0.0 0.0 0.0
H 0.0 0.0 0.0
H 0.0 0.0 0.0
H 0.0 0.0 0.0
H 0.0 0.0 0.0
H 0.0 0.0 0.0
H 0.0 0.0 0.0
H -0.1 0.0 0.0
H 0.0 0.0 0.0
H 0.0 0.0 0.0
H 0.0 0.0 0.0
H 0.0 0.0 0.0
H 0.0 0.0 0.0
H 0.0 -0.1 0.0
H 0.0 0.0 0.0
H 0.0 0.0 0.0
H 0.0 0.0 0.0
O -0.3 0.2 -0.3
C -0.1 0.0 0.0
C 0.2 0.0 -0.1
O 0.0 -0.1 0.2
O -0.3 0.2 0.1
C -0.1 0.1 0.0
C 0.0 0.0 0.0
C 0.0 -0.1 0.0
C 0.1 0.0 0.0
C 0.0 0.0 0.0
C 0.0 -0.1 0.0
C 0.1 0.1 0.1
C 0.0 0.0 0.0
C 0.0 0.0 0.0
C 0.0 0.0 0.0
C 0.0 0.0 0.0
C 0.0 0.0 0.0
H 0.0 0.0 0.1
H 0.0 0.0 0.0
H 0.0 0.0 0.0
H 0.0 0.0 0.0
H 0.0 0.0 0.0
H 0.0 0.0 0.0
H 0.0 0.0 0.0
H 0.0 0.0 0.0
H 0.0 0.0 0.0
H 0.0 0.0 0.0
H 0.0 0.0 0.0
C 0.0 0.0 0.0
C -0.1 0.0 0.0
O 0.0 0.1 0.0
P 0.0 -0.6 0.1
S -0.2 0.2 0.2
S -0.1 0.2 0.1
O -0.1 0.2 -0.1
C 0.1 0.0 -0.1
C 0.0 0.0 0.0
H 0.0 0.0 0.0
H 0.0 0.0 0.0
H 0.0 0.0 0.0
H 0.0 0.0 0.0
H 0.0 0.0 0.0
H 0.0 0.0 0.0
H -0.1 0.0 0.0
H 0.0 0.0 0.0
H 0.0 0.0 0.0
H 0.0 0.0 0.0

(3)
A molecular structure, C54H63AsOP2Sc. Source: OMol25; level of theory: the ωB97M-V functional and the def2-TZVPD basis.

E_HOMO: -15.50 eV
LUMO energy: -0.329 Eh
calculated total energy: -159163.541 eV
frontier orbital gap: 6.54 eV
net charge: +3

Positions of all 122 atoms, in Å:
Sc -0.6910 0.4625 0.2682
O -2.2801 1.4448 1.3270
H -2.7545 2.2898 1.2683
H -2.6748 0.9346 2.0623
C -2.7257 -1.7223 4.9312
C -3.8620 -1.8798 4.1437
C -3.7568 -1.8929 2.7592
C -2.5062 -1.7493 2.1607
C -1.3687 -1.5726 2.9580
C -1.4797 -1.5672 4.3410
P -2.2755 -1.7708 0.3649
C -3.9295 -1.6672 -0.3552
C -4.5449 -0.4278 -0.5118
C -5.8418 -0.3434 -0.9946
C -6.5304 -1.5015 -1.3277
C -5.9216 -2.7425 -1.1718
C -4.6246 -2.8302 -0.6882
C -1.6279 -3.3966 -0.0858
C -1.3347 -4.3506 0.8848
C -0.8253 -5.5873 0.5047
C -0.6077 -5.8678 -0.8372
C -0.9137 -4.9196 -1.8094
C -1.4247 -3.6870 -1.4378
H -2.8130 -1.7263 6.0108
H -4.8311 -2.0056 4.6083
H -4.6395 -2.0266 2.1464
H -0.3753 -1.5138 2.5077
H -0.5952 -1.4485 4.9531
H -4.0184 0.4767 -0.2434
H -6.3154 0.6241 -1.1094
H -7.5418 -1.4375 -1.7073
H -6.4590 -3.6469 -1.4253
H -4.1634 -3.8029 -0.5721
H -1.5093 -4.1417 1.9338
H -0.6085 -6.3326 1.2588
H -0.2164 -6.8335 -1.1314
H -0.7709 -5.1527 -2.8572
H -1.6997 -2.9656 -2.2048
C 3.7581 2.9160 -4.1051
C 4.3030 1.9147 -3.0686
C 3.2113 1.4786 -2.0780
C 1.8740 1.3973 -2.8226
C 1.3975 2.8186 -3.2013
C 2.6043 3.7252 -3.5180
P 0.6544 0.4390 -1.8666
C -0.9761 0.3536 -2.7306
C -0.8825 0.0130 -4.2314
C -2.1640 0.4048 -4.9903
C -3.3694 0.4870 -4.0616
C -3.1873 1.6272 -3.0525
C -1.7533 1.6597 -2.4789
C 1.1869 -1.3020 -1.5687
C 1.6739 -1.4291 -0.1140
C 2.0230 -2.8792 0.2066
C 3.1680 -3.3783 -0.7109
C 3.4727 -2.4116 -1.8600
C 2.2048 -1.9279 -2.5640
H 3.4119 2.3895 -4.9995
H 4.5549 3.5777 -4.4390
H 5.1276 2.3575 -2.5084
H 4.7070 1.0361 -3.5754
H 3.1024 2.2212 -1.2844
H 3.4828 0.5353 -1.5997
H 2.0229 0.8275 -3.7428
H 0.8223 3.2622 -2.3851
H 0.7370 2.7625 -4.0696
H 2.9427 4.2236 -2.6043
H 2.2913 4.5138 -4.2008
H -1.5244 -0.4684 -2.2424
H -0.6878 -1.0582 -4.3233
H -0.0235 0.5207 -4.6733
H -2.3394 -0.3097 -5.7927
H -2.0265 1.3779 -5.4697
H -3.5223 -0.4660 -3.5404
H -4.2759 0.6661 -4.6381
H -3.9203 1.5277 -2.2561
H -3.3862 2.5839 -3.5371
H -1.8051 1.9209 -1.3897
H -1.1916 2.4952 -2.8958
H 0.2573 -1.8723 -1.6438
H 0.9241 -1.0808 0.6427
H 2.5265 -0.7724 0.0741
H 1.1306 -3.4872 0.0617
H 2.3042 -2.9672 1.2571
H 2.9009 -4.3554 -1.1158
H 4.0758 -3.5257 -0.1270
H 4.1188 -2.8987 -2.5901
H 4.0419 -1.5562 -1.4851
H 1.7207 -2.7714 -3.0599
H 2.4717 -1.2209 -3.3514
C 1.5195 6.3144 1.4111
C 1.2596 5.4736 0.3367
C 1.0907 4.1148 0.5548
C 1.1857 3.6040 1.8450
C 1.4436 4.4419 2.9236
C 1.6097 5.7996 2.7005
As 0.9895 1.7146 2.0919
C 2.6410 0.8304 2.5353
C 3.7809 0.6872 1.7642
C 4.8496 -0.0416 2.2666
C 4.7621 -0.6239 3.5257
C 3.6276 -0.4550 4.3069
C 2.5598 0.2924 3.8246
C 1.3448 0.6544 4.5899
C 1.1337 0.4048 5.9405
C -0.0012 0.9020 6.5700
C -0.9353 1.6518 5.8646
C -0.7357 1.9087 4.5148
C 0.3945 1.4046 3.8916
H 1.6534 7.3749 1.2446
H 1.1926 5.8776 -0.6655
H 0.9020 3.4514 -0.2827
H 1.5189 4.0425 3.9271
H 1.8143 6.4592 3.5335
H 3.8553 1.1520 0.7920
H 5.7579 -0.1429 1.6857
H 5.5971 -1.1946 3.9120
H 3.5929 -0.8899 5.2978
H 1.8653 -0.1469 6.5175
H -0.1467 0.7241 7.6277
H -1.8003 2.0577 6.3725
H -1.4354 2.5390 3.9786

Forces on the atoms, in the same order (eV/Å):
Sc -0.2 -0.1 0.3
O -0.2 0.1 0.1
H 0.1 0.0 0.0
H 0.0 0.1 -0.1
C -0.1 0.0 0.0
C 0.1 0.0 0.0
C -0.1 0.0 0.0
C 0.1 0.1 -0.1
C 0.0 0.0 0.0
C 0.1 0.0 0.0
P -0.1 0.0 0.0
C 0.1 0.0 -0.1
C -0.1 0.0 0.0
C 0.0 0.1 0.0
C 0.0 -0.1 0.0
C -0.1 0.1 0.0
C 0.0 0.0 0.0
C 0.1 0.1 0.1
C 0.0 0.0 0.0
C 0.0 0.0 0.0
C 0.0 0.0 0.0
C 0.0 0.0 0.0
C 0.0 0.0 0.0
H 0.0 0.0 0.0
H 0.0 0.0 0.0
H 0.0 0.0 0.0
H 0.0 0.0 0.0
H 0.0 0.0 0.0
H 0.1 0.1 0.0
H 0.0 0.0 0.0
H 0.0 0.0 0.0
H 0.0 0.0 0.0
H 0.0 0.0 0.0
H 0.0 0.0 0.0
H 0.0 0.0 0.0
H 0.0 0.0 0.0
H 0.0 0.0 0.0
H 0.0 -0.1 0.0
C 0.0 0.0 0.0
C 0.0 0.0 0.0
C 0.0 0.0 0.0
C 0.0 0.1 0.1
C 0.1 0.0 0.0
C 0.0 0.0 0.0
P 0.0 0.0 -0.3
C 0.1 0.2 0.0
C 0.0 0.0 0.0
C 0.0 0.0 0.0
C 0.0 0.1 0.0
C 0.0 -0.1 -0.1
C 0.0 0.0 0.1
C 0.0 0.1 0.1
C 0.2 0.0 -0.1
C 0.1 0.1 0.0
C 0.0 0.1 0.0
C 0.0 -0.1 0.0
C 0.1 0.0 0.0
H 0.0 0.0 0.0
H 0.0 0.0 0.0
H 0.0 0.0 0.0
H 0.0 0.0 0.0
H 0.0 0.0 0.1
H 0.0 0.0 0.0
H 0.0 -0.1 0.0
H 0.0 0.0 0.0
H 0.0 0.0 0.0
H 0.0 0.0 0.0
H 0.0 0.0 0.0
H 0.0 0.0 0.0
H 0.0 0.0 0.0
H 0.0 0.0 0.0
H 0.0 0.0 0.0
H 0.0 0.0 0.0
H 0.0 0.0 0.0
H 0.0 0.0 0.0
H 0.0 0.0 0.1
H 0.0 0.0 0.0
H 0.0 -0.1 0.0
H 0.0 0.0 0.0
H -0.1 0.0 0.0
H -0.2 -0.1 0.0
H 0.0 0.0 0.0
H -0.1 0.0 0.0
H 0.0 0.0 0.0
H 0.0 0.0 0.0
H 0.0 0.0 0.0
H 0.0 0.0 0.0
H 0.0 0.0 0.0
H 0.0 0.0 0.0
H 0.0 0.0 0.0
C 0.0 0.0 0.0
C 0.0 0.1 0.0
C 0.0 0.0 0.0
C 0.0 -0.1 -0.1
C 0.0 0.0 0.1
C 0.0 0.1 0.0
As 0.1 -0.3 0.1
C 0.0 0.1 0.0
C 0.0 -0.1 0.0
C 0.1 0.0 0.0
C 0.0 0.0 0.0
C 0.0 0.0 0.0
C 0.0 0.0 0.1
C 0.1 0.0 0.0
C 0.0 0.0 0.1
C 0.0 0.0 0.0
C 0.0 0.0 0.0
C 0.0 0.0 0.0
C 0.0 0.2 0.0
H 0.0 0.0 0.0
H 0.0 0.0 0.0
H 0.0 0.0 -0.1
H 0.0 0.0 0.0
H 0.0 0.0 0.0
H 0.0 0.1 -0.1
H 0.0 0.0 0.0
H 0.0 0.0 0.0
H 0.0 0.0 0.0
H 0.0 0.0 0.0
H 0.0 0.0 0.0
H 0.0 0.0 0.0
H 0.0 0.0 0.0

(4)
A single C9H12ClNO3 molecule at a distorted geometry. Source: OMol25; level of theory: the ωB97M-V functional and the def2-TZVPD basis.

E_HOMO: -9.81 eV
energy above the lowest of the compared OMol25 structures with the same formula, charge and spin: 40.8 kcal/mol
LUMO energy: 0.016 Eh
calculated total energy: -29680.478 eV
SMILES: CN1C(=O)[C@@H](CCCl)[C@@]2(C)OC(=O)[C@@H]12
frontier orbital gap: 10.24 eV
net charge: 0

Positions of all 26 atoms, in Å:
C 0.6459 0.3045 -3.0458
N 0.0694 -0.1885 -1.7809
C 0.9390 -0.4761 -0.7968
O 2.0834 -0.7632 -0.9930
C 0.2319 -0.5900 0.5453
C 0.9533 0.3271 1.5709
C 2.2991 -0.3209 1.9050
Cl 3.1813 0.5271 3.2897
C -1.2564 -0.1924 0.4441
C -2.3686 -0.8703 1.1568
O -1.4223 1.2793 0.5535
C -1.4441 1.6197 -0.7581
O -1.7363 2.7056 -1.1793
C -1.2422 0.2301 -1.3911
H -0.0250 -0.0677 -3.7489
H 0.5624 1.3642 -2.9720
H 1.5288 -0.1580 -3.0989
H 0.1830 -1.5556 0.8363
H 1.1017 1.2925 1.2323
H 0.4718 0.5599 2.5493
H 2.9985 -0.3761 1.1768
H 2.3069 -1.2822 2.2604
H -2.2020 -1.8534 1.3695
H -3.2073 -0.9426 0.6412
H -2.4608 -0.4041 2.1639
H -2.1913 -0.1690 -1.9302

Forces on the atoms, in the same order (eV/Å):
C -3.8 0.6 2.1
N -1.2 1.1 -0.7
C -1.4 -1.1 0.8
O 1.5 0.1 0.1
C -1.5 3.9 0.8
C 0.8 -2.3 1.8
C -0.7 2.3 2.2
Cl -0.5 0.0 -0.5
C 1.3 2.3 -4.7
C 3.4 2.0 2.6
O 0.2 -0.2 0.3
C -1.0 0.3 -0.2
O 0.7 -0.9 0.1
C -1.8 -1.8 3.0
H -0.8 -0.4 -1.9
H 0.7 0.9 -0.5
H 3.7 -1.0 -0.6
H 0.6 -3.3 1.1
H 0.4 1.9 -1.4
H -0.4 -0.9 -0.7
H 1.8 0.5 -2.7
H -1.0 -2.4 1.0
H 1.3 -2.9 0.5
H -4.1 0.7 -2.3
H -0.4 0.0 -0.8
H 2.1 0.7 0.4